Here is a gas-phase ion, C7H11N2O3 (charge -1) in a non-equilibrium geometry from OMol25. Energies are from ωB97M-V/def2-TZVPD.

structure (SMILES)	CC(C)(C)/N=C(\[O-])NC(=O)C=O
DFT total energy	-16560.643	eV
maximum force	5.3	eV/A
energy above the lowest of the compared OMol25 structures with the same formula, charge and spin	1.853	eV
gap between HOMO and LUMO	7.839	eV
total charge	-1

Last column: Mulliken charge in e.
Geometry (Å):
C: 0.009 0.650 -2.006  -1.9777
C: -0.022 0.905 -0.466  1.3848
C: -1.065 2.022 -0.284  -1.6445
C: 1.478 1.417 -0.427  -1.5703
N: -0.091 -0.296 0.303  -0.4162
C: -1.224 -0.927 0.354  0.3217
O: -2.241 -0.765 -0.274  -0.7179
N: -1.201 -2.021 1.313  -0.0544
C: -0.072 -2.566 1.802  0.3288
O: -0.117 -3.495 2.611  -0.6955
C: 1.335 -2.017 1.521  0.3495
O: 1.876 -1.314 2.352  -0.5183
H: -0.872 0.122 -2.163  0.5160
H: 0.018 1.491 -2.588  0.5083
H: 0.831 -0.064 -2.286  0.3585
H: -1.102 2.280 0.767  0.3888
H: -2.105 1.848 -0.673  0.2963
H: -0.748 2.781 -0.904  0.5334
H: 1.716 1.638 0.653  0.3228
H: 2.206 0.789 -0.766  0.5133
H: 1.633 2.351 -1.137  0.2788
H: -2.042 -2.420 1.704  0.2231
H: 1.801 -2.409 0.594  0.2708

---

Here is a gas-phase ion, C7H11N2O3 (charge +1) in a non-equilibrium geometry from OMol25. Energies are from ωB97M-V/def2-TZVPD.

structure (SMILES)	C/[NH+]=C1\N=C(OC)O[C@@H](C)C1=O
DFT total energy	-16551.775	eV
maximum force	5.4	eV/A
energy above the lowest of the compared OMol25 structures with the same formula, charge and spin	1.090	eV
gap between HOMO and LUMO	9.428	eV
total charge	+1

Last column: Mulliken charge in e.
Geometry (Å):
C: -0.371 3.133 -0.100  -0.7626
N: -1.113 1.871 -0.157  -0.1198
C: -0.686 0.646 -0.321  0.2599
N: 0.561 0.274 -0.304  -0.3832
C: 0.934 -0.984 -0.296  0.7569
O: 2.213 -1.323 -0.319  -0.3193
C: 3.199 -0.307 0.013  -0.6838
O: 0.221 -2.029 -0.339  -0.3335
C: -1.234 -1.906 -0.433  0.1997
C: -1.918 -2.837 0.559  -1.2033
C: -1.770 -0.462 -0.323  0.5663
O: -2.948 -0.230 -0.315  -0.5112
H: -0.327 3.246 1.007  0.3340
H: 0.707 2.902 -0.491  0.2530
H: -0.858 3.865 -0.755  0.3315
H: -2.102 1.911 -0.271  0.2694
H: 2.818 0.708 0.176  0.2758
H: 3.890 0.018 -0.903  0.2599
H: 3.915 -0.572 0.715  0.3513
H: -1.367 -2.315 -1.406  0.3394
H: -1.217 -2.691 1.507  0.3160
H: -1.785 -3.779 0.137  0.3688
H: -2.905 -2.569 0.612  0.4347

---

Here is a gas-phase ion, C7H11N2S (charge +1) in a non-equilibrium geometry from OMol25. Energies are from ωB97M-V/def2-TZVPD.

structure (SMILES)	C=C[C@@H]([NH2+]C)c1cncs1
DFT total energy	-21244.092	eV
maximum force	3.7	eV/A
energy above the lowest of the compared OMol25 structures with the same formula, charge and spin	2.012	eV
gap between HOMO and LUMO	10.021	eV
total charge	+1

Last column: Mulliken charge in e.
Geometry (Å):
C: -1.870 -0.880 -1.496  -0.9414
C: -0.885 -1.523 -0.882  -0.0274
C: 0.218 -0.790 0.006  -0.5020
N: 0.468 0.649 -0.450  -0.0616
C: 1.863 0.833 -0.910  -0.9316
C: -0.103 -0.633 1.485  0.2741
C: -1.345 -0.329 2.044  -0.4074
N: -1.281 -0.246 3.398  -0.4951
C: -0.125 -0.526 3.866  -0.0615
S: 1.112 -0.800 2.679  -0.0490
H: -2.693 -1.287 -2.068  0.3093
H: -2.211 0.220 -1.307  0.1975
H: -0.649 -2.546 -1.034  0.3920
H: 1.067 -1.370 0.027  0.6548
H: 0.184 1.289 0.264  0.4228
H: -0.324 0.727 -1.171  0.3675
H: 2.182 1.758 -1.490  0.3239
H: 2.523 0.881 -0.092  0.3651
H: 2.052 0.035 -1.594  0.4019
H: -2.249 -0.341 1.409  0.3556
H: 0.189 -0.306 4.882  0.4125

---

Here is 2 unconnected molecules or ions with the total composition C7H11N3 in a non-equilibrium geometry from OMol25. Energies are from ωB97M-V/def2-TZVPD.

structure (SMILES)	C=C(C)C#N.CN(C)C#N
DFT total energy	-11903.320	eV
maximum force	4.6	eV/A
energy above the lowest of the compared OMol25 structures with the same formula, charge and spin	3.368	eV
gap between HOMO and LUMO	8.935	eV
total charge	0

Last column: Mulliken charge in e.
Geometry (Å):
C: -0.423 -2.277 1.405  -0.8994
C: -0.619 -1.576 0.258  0.9756
C: -1.463 -2.254 -0.805  -1.4408
C: -1.079 -0.120 0.472  0.1676
N: -1.778 0.799 0.607  -0.5549
H: -0.207 -1.815 2.356  0.3050
H: -0.915 -3.224 1.582  0.3086
H: -2.529 -2.080 -0.653  0.3373
H: -1.212 -1.890 -1.800  0.3371
H: -1.394 -3.340 -0.772  0.4425
C: 1.152 2.035 0.993  -1.0696
N: 0.878 1.144 -0.144  0.2105
C: 0.438 1.836 -1.362  -1.0366
C: 1.816 0.099 -0.336  0.3030
N: 2.904 -0.140 -0.689  -0.5034
H: 1.569 3.008 0.724  0.3651
H: 0.198 2.198 1.493  0.3581
H: 1.752 1.545 1.756  0.3569
H: -0.501 1.375 -1.660  0.2928
H: 1.179 1.772 -2.156  0.3916
H: 0.232 2.904 -1.266  0.3531

---

Please write out number 1 again, unchanged.
Here is a gas-phase ion, C7H11N2O3 (charge -1) in a non-equilibrium geometry from OMol25. Energies are from ωB97M-V/def2-TZVPD.

structure (SMILES)	CC(C)(C)/N=C(\[O-])NC(=O)C=O
DFT total energy	-16560.643	eV
maximum force	5.3	eV/A
energy above the lowest of the compared OMol25 structures with the same formula, charge and spin	1.853	eV
gap between HOMO and LUMO	7.839	eV
total charge	-1

Last column: Mulliken charge in e.
Geometry (Å):
C: 0.009 0.650 -2.006  -1.9777
C: -0.022 0.905 -0.466  1.3848
C: -1.065 2.022 -0.284  -1.6445
C: 1.478 1.417 -0.427  -1.5703
N: -0.091 -0.296 0.303  -0.4162
C: -1.224 -0.927 0.354  0.3217
O: -2.241 -0.765 -0.274  -0.7179
N: -1.201 -2.021 1.313  -0.0544
C: -0.072 -2.566 1.802  0.3288
O: -0.117 -3.495 2.611  -0.6955
C: 1.335 -2.017 1.521  0.3495
O: 1.876 -1.314 2.352  -0.5183
H: -0.872 0.122 -2.163  0.5160
H: 0.018 1.491 -2.588  0.5083
H: 0.831 -0.064 -2.286  0.3585
H: -1.102 2.280 0.767  0.3888
H: -2.105 1.848 -0.673  0.2963
H: -0.748 2.781 -0.904  0.5334
H: 1.716 1.638 0.653  0.3228
H: 2.206 0.789 -0.766  0.5133
H: 1.633 2.351 -1.137  0.2788
H: -2.042 -2.420 1.704  0.2231
H: 1.801 -2.409 0.594  0.2708